ORCA calculation (ωB97M-V/def2-TZVPD) on 2 unconnected molecules or ions with the total composition C3H6Cl2N2O at a distorted geometry.

```
! RIJCOSX wB97M-V def2-TZVPD def2/J DEFGRID3
* xyz 0 1
C 0.48054 -1.40331 0.30705
C 1.36656 -0.58124 1.27206
C -0.53117 1.29017 -1.25664
N -0.80369 -0.94923 0.53590
N -0.60976 1.31256 0.17726
O 0.91176 -2.19993 -0.50522
Cl -1.89614 -1.50143 -0.51593
Cl -2.14826 1.58191 0.53926
H 0.82738 0.31998 1.50456
H 2.35346 -0.42599 0.82798
H 1.63866 -1.22403 2.09023
H -1.26601 0.68458 -1.88413
H -0.76760 2.31980 -1.61689
H 0.44427 0.77615 -1.47547
*
```

The lowest unoccupied orbital energy (alpha / beta) comes out at -1.267 / -2.259 eV. Its HOMO-LUMO gap (alpha / beta) is 8.90 / 7.40 eV. The value obtained for the total energy is -1222.851635 Ha.